C50H55BrF5N4O2PPbSSbSi3 | ωB97M-V with the def2-TZVPD basis set

- orbital gap (spin up / spin down) (eV) = 4.768 / 5.543
- highest occupied orbital energy (spin up / spin down) (eV) = -1.063 / -1.840
- 2S+1 = 2
- expectation value of S² = 0.77
- charge = -2
- lowest unoccupied orbital energy (spin up / spin down) (eV) = 3.71 / 3.70

Element x y z (Å)
H -3.860 4.548 -0.800
H 1.870 5.633 3.922
C -2.599 -3.057 -2.034
H -1.636 7.289 0.718
H -2.657 4.318 -2.050
C -1.672 -5.579 0.518
C -1.447 0.551 -2.855
H -2.726 -5.683 -4.842
H -4.061 1.951 -1.407
H -3.695 0.684 3.749
C -3.707 -3.124 -2.855
C 3.263 -1.322 -0.292
H 1.366 -2.724 -3.102
H 0.876 5.502 -0.014
C -5.470 -2.128 1.703
N 0.044 -2.222 -0.626
H -4.624 -4.139 -4.505
H -1.447 6.341 2.179
Sb -1.272 2.583 1.530
C -0.352 -0.262 3.629
F -5.891 -4.142 2.918
Si -3.277 3.064 3.097
P -0.157 -3.672 -1.015
H 5.408 -3.926 -0.819
H -2.693 1.461 4.956
C 4.164 -1.280 -2.543
H 3.698 -1.359 2.236
C 1.790 -0.796 2.970
C 0.791 2.808 4.841
C -5.022 -3.200 2.460
H -5.781 3.150 2.596
H 1.270 -4.130 1.286
H -1.313 0.135 3.331
H -3.079 5.942 -1.527
C -3.460 -0.091 -4.034
H -0.768 -5.580 -3.341
H -2.400 -5.618 -0.282
C -1.555 -3.961 -2.178
F -3.227 -4.287 3.530
Br 6.213 -3.037 -3.501
H -3.386 5.534 3.639
C 1.836 -5.688 -1.576
H -1.168 -6.733 3.655
C 0.399 -4.762 1.412
C -4.860 3.143 2.017
C -3.663 -3.278 2.742
H -0.932 -0.662 5.658
C 2.172 3.114 2.168
C 2.106 -1.186 4.299
Si 0.569 3.606 3.101
F -6.791 -2.022 1.412
H 4.212 -0.838 -3.530
H 3.081 3.430 2.678
C -0.505 -4.843 0.358
C 1.142 -1.149 5.266
H -1.479 -0.740 -4.536
N -2.211 1.330 -2.022
C 2.945 -6.131 -2.277
C 3.465 -5.373 -3.312
H 1.029 1.756 4.731
H 3.909 -3.014 0.886
H -4.427 1.739 4.944
H 1.601 3.270 5.400
N 2.464 -0.758 0.652
C 0.112 5.212 -0.730
Si -1.543 4.799 0.164
H 1.359 -1.468 6.278
H 0.849 6.074 2.566
O -2.419 -0.250 1.153
H -4.852 4.028 1.387
N 0.557 -0.298 2.680
C -3.376 4.627 4.234
C -3.554 1.602 4.310
H 0.466 4.329 -1.253
C 0.171 -5.443 2.588
H 3.298 -3.557 -4.436
C -1.903 -6.261 1.700
H 3.104 -1.546 4.513
H 2.182 3.550 1.172
C 2.887 -4.153 -3.632
C -3.178 -1.182 1.518
C 1.801 -3.696 -2.911
H 3.409 -7.075 -2.012
C 0.887 5.486 3.478
F -5.090 -0.132 0.540
C -4.586 -1.170 1.259
C 4.942 -2.386 -2.238
H 2.213 2.036 2.047
H -2.511 -2.295 -1.271
S 0.240 0.505 -2.645
C -2.094 -0.146 -3.879
F -1.473 -2.515 2.568
C 2.717 -0.982 1.939
C 3.334 -0.760 -1.581
C 4.844 -3.023 -1.014
H -3.944 -0.641 -4.828
H -4.520 -2.423 -2.726
C -3.546 1.352 -2.142
H -4.887 2.276 1.365
O -1.641 2.044 -1.113
C -0.980 -6.204 2.730
C -0.138 -0.686 4.929
H 0.018 6.014 -1.459
C 1.251 -4.470 -1.896
H -2.825 -6.814 1.830
H -3.010 6.451 1.405
H -0.109 2.875 5.445
H 4.332 -5.726 -3.855
H -2.516 4.679 4.896
C -2.698 -4.955 -4.039
H -4.272 4.623 4.850
H 2.722 0.099 -1.804
C -1.597 -4.899 -3.202
C 4.010 -2.497 -0.056
C -2.775 -2.337 2.265
C -4.204 0.665 -3.133
C -2.916 4.920 -1.188
H -5.280 0.716 -3.189
Pb 0.126 -0.185 0.114
C -1.944 6.376 1.218
H 0.871 -5.359 3.410
H 0.153 5.895 4.168
H 1.424 -6.294 -0.779
C -3.758 -4.083 -3.857

---

C22H19N6O7S7SeTi | ωB97M-V with the def2-TZVPD basis set

- orbital gap (spin up / spin down) (eV) = 5.774 / 5.765
- highest occupied orbital energy (spin up / spin down) (eV) = -1.839 / -2.012
- 2S+1 = 2
- expectation value of S² = 0.76
- charge = -2
- lowest unoccupied orbital energy (spin up / spin down) (eV) = 3.93 / 3.75

Element x y z (Å)
C 0.962 1.889 -0.384
H -2.884 -1.153 -2.752
H 0.917 4.010 -0.483
C 0.107 -0.479 5.070
S -1.602 -0.788 5.276
C -2.880 -1.587 -4.879
S -1.565 -3.749 1.051
S 0.303 -2.935 0.922
N 0.048 1.558 0.429
H -1.685 2.401 -0.209
C 1.994 0.860 -0.513
C 2.386 -0.147 5.735
C 1.747 -0.006 3.403
H 0.765 -0.559 7.100
C -0.143 -1.589 -4.717
O -2.703 1.679 -1.411
C -2.105 -1.817 -6.014
H -0.109 -1.991 -6.830
H 2.022 0.226 2.388
O -0.594 -0.939 -1.285
H 4.577 -1.906 -0.398
C 2.656 -1.205 0.204
H 5.020 0.118 -1.799
C 4.108 0.024 -1.224
H 1.800 3.243 -1.826
O 2.223 -2.753 -4.390
C 3.860 -1.100 -0.464
Se -3.516 0.694 -0.397
N -0.968 2.517 0.538
C -0.050 -1.150 -2.382
H -2.595 -1.994 -6.964
O 2.195 -0.339 -4.789
O -4.316 -0.480 -1.140
C -0.909 -1.371 -3.590
C 0.944 3.159 -1.164
O -4.420 1.583 0.619
N -2.563 3.424 1.876
Ti -0.436 -0.501 0.741
O -2.295 0.029 0.580
H 3.728 0.317 4.133
H -3.959 -1.582 -4.964
N 1.250 -1.216 -2.619
C -2.293 -1.357 -3.639
S 1.557 -1.489 -4.184
C 3.159 1.025 -1.237
H -2.795 3.775 2.790
H 3.141 -0.087 6.509
H 0.032 3.188 -1.761
H -2.439 0.455 3.379
S -3.173 -1.684 2.915
N 1.709 -0.261 0.166
H 3.309 1.920 -1.822
H -3.295 2.884 1.377
C -0.715 -1.819 -5.951
C 0.416 -0.312 3.703
C -1.282 3.005 1.765
H 2.447 -2.079 0.802
S -0.135 3.208 2.967
C -1.893 -0.490 3.480
C 1.056 -0.415 6.066
S -2.213 -3.481 2.989
N -0.616 -0.447 2.802
C 2.708 0.068 4.406

---

C21H42O17P2 | ωB97M-V with the def2-TZVPD basis set

- orbital gap (eV) = 10.569
- highest occupied orbital energy (eV) = -10.501
- 2S+1 = 1
- lowest unoccupied orbital energy (eV) = 0.07

Element x y z (Å)
C -0.636 0.250 4.454
H -6.060 -2.987 4.044
C -0.196 -3.845 -5.516
C 1.251 -0.244 -2.147
C 0.547 -3.732 1.578
H 0.478 8.824 -1.147
C -5.579 -2.017 3.981
H 4.459 -1.324 1.220
H 0.580 -5.839 1.607
C 3.643 0.597 0.745
O 0.731 -0.879 -3.299
H -2.265 1.632 1.680
H -6.305 -1.241 4.218
H -1.491 0.169 -2.326
H 1.071 -3.744 -7.342
C 0.288 -0.974 4.301
C -2.351 -0.508 -2.256
H -3.024 -2.485 -2.721
H 1.867 7.291 -2.310
H -0.014 1.149 2.004
O -5.156 -1.766 2.636
C 1.157 8.272 -0.501
H -0.176 -2.690 -7.284
C 1.403 1.238 -2.525
H -3.196 0.080 -2.606
H 0.322 -5.120 -0.067
H 3.807 -1.191 -0.376
O -0.993 -2.535 -2.546
O -1.369 3.135 0.534
H -1.375 0.277 3.660
O 0.735 -1.073 2.965
O 2.326 -1.362 1.089
H 1.043 -1.006 5.086
O -3.415 -0.790 1.635
H -0.351 -3.798 2.192
O 0.574 2.099 0.360
H 2.247 -0.542 -1.820
C 3.612 -0.926 0.663
H 2.752 1.076 0.337
O 1.660 -3.367 2.434
H -0.354 -1.845 4.497
O 4.315 9.372 0.006
C -0.056 3.269 0.265
H 0.548 7.770 0.250
C -4.297 -1.794 4.813
O 0.492 4.301 0.005
H -2.361 -0.559 -1.158
H -0.149 0.141 0.542
C 0.027 -3.733 -7.009
C 3.349 8.724 -0.223
H 0.502 -2.942 0.822
H 0.558 -0.418 -1.319
C -3.909 -1.281 2.616
H 0.014 1.126 4.389
C -2.167 -1.849 -2.938
H -2.186 1.325 -0.085
C -1.679 1.763 0.775
O 3.352 7.559 -0.876
C 2.012 7.201 -1.239
H 4.508 1.051 0.260
P 2.080 -1.843 2.609
H 1.674 6.267 -0.805
H 0.393 -4.609 -5.011
H -0.610 -4.390 -7.590
H -1.081 0.164 5.443
H -4.451 -1.080 5.618
H -2.204 -1.619 -4.008
H 1.878 -5.234 0.689
O 3.149 -1.666 3.559
O 1.481 -3.303 -2.881
H 0.487 1.808 -2.690
O 2.109 9.089 0.170
H 2.049 1.301 -3.399
C 0.823 -5.043 0.896
H 3.654 0.920 1.790
C -0.320 1.128 0.960
O 0.002 -2.561 -4.904
O -3.381 -1.306 3.827
P 0.387 -2.440 -3.360
H -1.285 -3.983 -5.467
H -3.814 -2.676 5.229
H 1.862 1.793 -1.701

---

- What is the formula in the second record?
  C22H19N6O7S7SeTi